# C34H100N2O28

A 15-piece molecular cluster, C34H100N2O28 overall at a distorted geometry (ωB97M-V with the def2-TZVPD basis set, OMol25).

Last column: Löwdin charge in e.
Atoms and positions in Å:
C: -1.564 -0.810 -0.515  -0.049
C: -0.113 -0.622 -0.134  -0.387
C: 0.650 0.497 -0.887  -0.190
O: 0.689 0.272 -2.255  -0.175
C: 1.392 1.378 -2.831  -0.065
N: -0.312 -0.382 1.270  0.067
H: -1.475 -1.272 -1.498  0.058
H: -2.144 0.112 -0.539  0.078
H: -2.162 -1.549 0.019  0.066
H: 0.401 -1.542 -0.414  0.126
H: 1.629 0.502 -0.408  0.121
H: 0.143 1.457 -0.783  0.120
H: 1.552 1.140 -3.883  0.082
H: 2.383 1.578 -2.422  0.082
H: 0.760 2.265 -2.778  0.083
H: 0.560 -0.463 1.772  0.039
H: -0.716 -1.214 1.676  0.052
C: -4.335 0.872 2.011  -0.036
C: -5.818 0.609 2.248  -0.468
C: -6.126 -0.108 3.606  -0.145
O: -5.646 -1.454 3.747  -0.237
C: -6.391 -2.408 3.040  -0.083
N: -6.537 1.836 2.212  0.031
H: -4.160 1.187 0.982  0.076
H: -3.764 -0.016 2.283  0.072
H: -3.992 1.677 2.660  0.080
H: -6.340 0.081 1.450  0.132
H: -7.173 -0.110 3.909  0.126
H: -5.454 0.439 4.268  0.126
H: -6.120 -3.417 3.351  0.097
H: -6.009 -2.309 2.024  0.076
H: -7.480 -2.369 3.088  0.098
H: -7.441 1.599 2.596  0.070
H: -6.088 2.379 2.935  0.070
C: -2.338 2.843 -3.943  -0.223
C: -2.763 1.363 -3.596  -0.248
O: -3.554 0.780 -4.575  -0.066
O: -1.979 3.639 -2.843  -0.069
H: -3.270 3.241 -4.344  0.113
H: -1.718 3.015 -4.822  0.115
H: -3.547 1.437 -2.843  0.112
H: -2.036 0.640 -3.227  0.101
H: -4.009 0.078 -4.103  0.089
H: -2.793 3.762 -2.349  0.091
C: 2.885 -1.413 2.904  -0.197
C: 3.621 -1.781 1.610  -0.139
O: 2.622 -1.775 0.528  -0.088
O: 2.024 -0.308 2.686  -0.106
H: 3.587 -1.176 3.703  0.125
H: 2.266 -2.248 3.232  0.109
H: 4.017 -2.784 1.771  0.123
H: 4.474 -1.119 1.464  0.118
H: 2.059 -1.043 0.791  0.029
H: 2.250 0.358 3.339  0.047
C: -1.019 -3.932 -2.867  -0.240
C: -0.991 -4.463 -4.283  -0.215
O: 0.351 -4.664 -4.743  -0.058
O: -0.527 -4.863 -1.923  -0.075
H: -2.018 -3.584 -2.601  0.110
H: -0.488 -2.993 -2.715  0.101
H: -1.402 -3.655 -4.889  0.121
H: -1.582 -5.375 -4.364  0.126
H: 0.633 -5.417 -4.218  0.074
H: 0.432 -4.878 -1.879  0.069
C: 2.663 -2.328 -3.441  -0.231
C: 2.948 -3.485 -2.462  -0.233
O: 2.102 -3.628 -1.366  -0.080
O: 3.196 -1.149 -2.945  -0.061
H: 1.589 -2.258 -3.613  0.108
H: 3.099 -2.638 -4.391  0.123
H: 3.970 -3.431 -2.087  0.121
H: 2.813 -4.408 -3.027  0.108
H: 2.241 -2.968 -0.683  0.027
H: 2.567 -0.674 -2.396  0.049
C: 0.228 0.620 -6.941  -0.232
C: 1.705 0.878 -7.000  -0.267
O: 2.290 0.249 -8.121  -0.051
O: -0.411 1.514 -7.869  -0.070
H: -0.090 0.822 -5.918  0.097
H: -0.036 -0.428 -7.084  0.131
H: 2.221 0.392 -6.171  0.114
H: 1.839 1.958 -6.936  0.117
H: 1.717 0.362 -8.883  0.083
H: -0.161 2.431 -7.739  0.079
C: 3.981 2.910 0.820  -0.161
C: 3.809 4.220 1.711  -0.150
O: 2.826 5.203 1.270  -0.086
O: 4.166 3.208 -0.577  -0.079
H: 3.029 2.400 0.968  0.100
H: 4.769 2.221 1.126  0.128
H: 4.785 4.705 1.721  0.120
H: 3.591 3.909 2.732  0.095
H: 3.224 6.069 1.155  0.106
H: 3.477 3.833 -0.814  0.048
C: 0.703 5.279 -1.810  -0.221
C: 1.221 6.628 -2.372  -0.244
O: 1.920 7.313 -1.401  -0.059
O: 1.740 4.567 -1.201  -0.088
H: 0.300 4.764 -2.683  0.097
H: -0.162 5.339 -1.149  0.116
H: 0.362 7.210 -2.707  0.118
H: 1.977 6.530 -3.151  0.124
H: 2.811 7.441 -1.733  0.092
H: 1.992 4.968 -0.366  0.033
C: -1.432 -1.654 6.007  -0.220
C: -2.528 -1.236 5.059  -0.269
O: -3.354 -2.339 4.718  -0.063
O: -0.630 -0.539 6.420  -0.062
H: -0.920 -2.456 5.476  0.098
H: -1.920 -2.141 6.851  0.125
H: -2.139 -0.635 4.237  0.105
H: -3.142 -0.448 5.493  0.120
H: -4.236 -1.974 4.619  0.038
H: -0.033 -0.160 5.771  0.031
C: 6.267 -0.451 -2.555  -0.246
C: 5.760 1.032 -2.683  -0.221
O: 6.288 1.882 -1.672  -0.067
O: 7.679 -0.479 -2.514  -0.065
H: 5.957 -1.120 -3.358  0.109
H: 5.855 -0.837 -1.623  0.102
H: 4.674 1.025 -2.588  0.087
H: 6.020 1.387 -3.680  0.114
H: 5.494 2.371 -1.444  0.014
H: 7.860 -1.419 -2.592  0.077
C: -0.807 4.469 2.299  -0.226
C: -0.628 3.086 1.565  -0.234
O: -0.859 2.049 2.439  -0.093
O: 0.250 4.995 3.026  -0.057
H: -1.697 4.477 2.928  0.122
H: -1.000 5.244 1.557  0.106
H: 0.348 3.011 1.086  0.102
H: -1.325 2.915 0.745  0.114
H: -0.857 1.288 1.855  0.026
H: 0.932 5.276 2.410  0.053
C: 1.574 2.145 4.974  -0.148
C: 2.988 1.643 5.323  -0.200
O: 3.710 1.539 4.102  -0.086
O: 0.676 1.035 4.576  -0.104
H: 1.596 2.886 4.175  0.106
H: 1.111 2.710 5.783  0.122
H: 3.050 0.752 5.948  0.127
H: 3.399 2.414 5.976  0.118
H: 4.456 2.136 4.016  0.093
H: 0.216 1.336 3.789  0.041
C: -4.917 -4.421 0.058  -0.218
C: -3.358 -4.409 0.078  -0.236
O: -2.810 -5.594 -0.484  -0.067
O: -5.370 -5.257 1.110  -0.057
H: -5.108 -4.818 -0.939  0.115
H: -5.249 -3.383 0.081  0.103
H: -2.933 -4.198 1.060  0.092
H: -2.943 -3.604 -0.528  0.087
H: -1.932 -5.393 -0.816  0.031
H: -4.876 -6.077 1.047  0.086
C: 0.165 -4.437 2.184  -0.214
C: -1.001 -3.975 2.956  -0.262
O: -1.341 -2.692 2.519  -0.081
O: 0.575 -5.774 2.573  -0.047
H: 0.989 -3.779 2.458  0.103
H: -0.029 -4.327 1.117  0.122
H: -0.805 -4.011 4.028  0.116
H: -1.862 -4.639 2.877  0.127
H: -2.235 -2.606 2.858  0.069
H: 1.391 -5.893 2.080  0.077

Values from the calculation:
ΔE to the lowest compared entry with this formula, charge and spin   61.0 kcal/mol
LUMO level   -0.0001 Ha
Charge   0
HOMO level   -9.44 eV
E_tot   -3571.30068 hartree

# C34H101N19O13

A 13-piece molecular cluster, C34H101N19O13 overall at a distorted geometry (ωB97M-V with the def2-TZVPD basis set, OMol25).

Last column: Löwdin charge in e.
Atoms and positions in Å:
C: 1.574 -3.209 7.925  -0.059
C: 2.533 -3.727 6.837  -0.424
C: 2.422 -3.140 5.459  -0.230
O: 1.129 -3.310 4.915  -0.194
C: 1.031 -2.669 3.644  -0.088
N: 3.909 -3.416 7.299  0.020
H: 1.645 -3.906 8.761  0.073
H: 0.532 -3.239 7.607  0.062
H: 1.918 -2.223 8.233  0.079
H: 2.400 -4.814 6.840  0.132
H: 3.166 -3.540 4.754  0.130
H: 2.711 -2.079 5.487  0.129
H: 1.636 -1.757 3.677  0.076
H: 0.043 -2.273 3.406  0.053
H: 1.380 -3.400 2.914  0.091
H: 4.552 -3.776 6.601  0.066
H: 4.170 -3.826 8.185  0.068
C: 5.170 2.646 2.123  -0.072
C: 5.184 1.126 2.284  -0.421
C: 4.897 0.428 0.944  -0.201
O: 3.551 0.539 0.513  -0.212
C: 2.569 0.018 1.423  -0.082
N: 6.406 0.606 2.909  0.042
H: 5.300 3.237 3.040  0.076
H: 4.239 3.049 1.720  0.052
H: 6.010 3.077 1.561  0.071
H: 4.381 0.925 2.994  0.128
H: 5.125 -0.625 1.137  0.110
H: 5.571 0.816 0.180  0.118
H: 1.935 0.862 1.726  0.090
H: 2.992 -0.479 2.285  0.072
H: 1.920 -0.542 0.750  0.063
H: 7.237 0.911 2.418  0.069
H: 6.441 0.934 3.865  0.070
C: -4.278 -7.741 1.470  -0.066
C: -3.557 -6.583 0.794  -0.434
C: -2.700 -5.710 1.697  -0.230
O: -3.502 -5.171 2.711  -0.175
C: -2.733 -4.479 3.689  -0.081
N: -2.771 -7.051 -0.366  0.021
H: -4.866 -8.387 0.811  0.074
H: -5.042 -7.376 2.161  0.078
H: -3.593 -8.431 1.972  0.082
H: -4.350 -5.974 0.347  0.130
H: -2.220 -4.864 1.187  0.114
H: -1.873 -6.382 1.983  0.132
H: -2.139 -3.703 3.204  0.074
H: -2.074 -5.167 4.231  0.091
H: -3.394 -4.129 4.477  0.091
H: -3.265 -7.853 -0.753  0.069
H: -1.908 -7.542 -0.129  0.074
C: 2.051 5.451 1.889  -0.061
C: 1.601 4.466 0.789  -0.406
C: 0.199 3.911 1.058  -0.198
O: 0.245 3.261 2.326  -0.182
C: -1.005 2.627 2.538  -0.101
N: 1.513 5.256 -0.450  0.047
H: 1.927 5.067 2.905  0.070
H: 1.454 6.361 1.849  0.075
H: 3.118 5.665 1.803  0.067
H: 2.365 3.696 0.658  0.108
H: 0.016 3.169 0.272  0.100
H: -0.535 4.720 1.095  0.136
H: -1.097 2.246 3.555  0.076
H: -1.139 1.791 1.843  0.063
H: -1.849 3.320 2.431  0.094
H: 2.370 5.272 -0.988  0.042
H: 0.830 4.852 -1.086  0.046
C: 0.758 -2.119 -5.896  -0.069
C: -0.526 -1.304 -5.929  -0.446
C: -0.518 -0.394 -7.147  -0.192
O: 0.503 0.588 -7.163  -0.165
C: 0.336 1.625 -6.239  -0.125
N: -1.672 -2.213 -5.938  0.068
H: 0.772 -2.915 -5.144  0.069
H: 1.585 -1.457 -5.621  0.067
H: 1.003 -2.600 -6.844  0.080
H: -0.514 -0.725 -4.995  0.102
H: -1.522 0.030 -7.291  0.116
H: -0.358 -0.954 -8.070  0.130
H: 1.307 2.023 -5.946  0.093
H: -0.071 1.270 -5.277  0.052
H: -0.428 2.360 -6.518  0.083
H: -1.628 -2.749 -5.077  0.061
H: -2.540 -1.682 -5.856  0.034
C: 1.118 -0.257 -2.602  -0.053
C: -0.070 0.620 -2.274  -0.386
C: -0.514 0.467 -0.841  -0.196
O: -0.592 -0.871 -0.400  -0.208
C: -1.157 -0.971 0.883  -0.092
N: 0.277 2.034 -2.547  0.049
H: 1.673 -0.071 -3.521  0.083
H: 0.788 -1.303 -2.707  0.073
H: 1.845 -0.337 -1.784  0.064
H: -0.845 0.268 -2.962  0.109
H: -1.471 0.986 -0.670  0.128
H: 0.084 1.099 -0.163  0.108
H: -0.430 -0.767 1.672  0.079
H: -1.509 -1.988 1.076  0.086
H: -2.065 -0.394 1.063  0.067
H: 0.525 2.041 -3.532  0.046
H: 1.169 2.257 -2.103  0.045
C: -3.196 4.090 -2.167  -0.058
C: -2.566 4.643 -3.452  -0.380
C: -1.699 5.863 -3.139  -0.195
O: -1.246 6.308 -4.427  -0.208
C: -0.528 7.532 -4.296  -0.105
N: -1.682 3.541 -3.935  0.027
H: -3.941 3.350 -2.468  0.073
H: -3.758 4.851 -1.617  0.075
H: -2.503 3.649 -1.451  0.067
H: -3.296 4.924 -4.208  0.138
H: -0.794 5.677 -2.551  0.119
H: -2.320 6.651 -2.699  0.126
H: -0.366 8.105 -5.207  0.084
H: 0.508 7.199 -4.105  0.081
H: -0.819 8.133 -3.437  0.084
H: -1.005 4.052 -4.500  0.074
H: -1.158 3.149 -3.156  0.015
C: -3.593 0.592 -5.127  -0.674
O: -4.097 -0.370 -5.713  -0.009
N: -3.358 0.567 -3.770  0.163
N: -3.272 1.771 -5.709  0.155
H: -3.379 -0.373 -3.364  0.040
H: -2.632 1.213 -3.499  0.049
H: -2.985 2.617 -5.222  0.053
H: -3.420 1.909 -6.694  0.101
C: 3.758 -3.101 0.104  -0.655
O: 3.565 -2.668 1.240  0.002
N: 4.747 -4.002 -0.170  0.156
N: 3.004 -2.739 -0.967  0.181
H: 4.760 -4.382 -1.097  0.091
H: 5.378 -4.260 0.562  0.105
H: 2.189 -2.157 -0.910  0.069
H: 3.386 -2.959 -1.868  0.099
C: 3.857 3.482 -2.239  -0.654
O: 2.858 2.936 -2.707  0.007
N: 4.272 4.715 -2.659  0.154
N: 4.561 2.994 -1.177  0.184
H: 5.080 5.105 -2.217  0.096
H: 3.650 5.207 -3.274  0.108
H: 4.210 2.140 -0.772  0.069
H: 5.488 3.344 -1.031  0.097
C: -2.895 -3.005 -2.137  -0.629
O: -3.320 -1.951 -2.612  0.005
N: -3.549 -4.201 -2.239  0.169
N: -1.644 -3.141 -1.599  0.171
H: -4.509 -4.257 -2.520  0.108
H: -3.082 -4.955 -1.768  0.053
H: -1.289 -4.020 -1.275  0.091
H: -1.105 -2.302 -1.410  0.062
C: -5.093 0.933 3.231  -0.634
O: -4.694 1.270 4.336  0.016
N: -6.411 0.946 2.876  0.150
N: -4.296 0.211 2.347  0.160
H: -7.099 1.010 3.603  0.106
H: -6.594 0.420 2.041  0.092
H: -4.627 0.182 1.397  0.093
H: -3.305 0.249 2.535  0.057
C: -1.553 -0.070 5.516  -0.659
O: -1.608 -0.414 4.332  -0.007
N: -2.304 0.936 6.034  0.165
N: -0.895 -0.845 6.420  0.168
H: -2.320 1.214 6.994  0.096
H: -2.995 1.291 5.383  0.061
H: -0.399 -1.696 6.217  0.072
H: -0.868 -0.511 7.367  0.092

Values from the calculation:
ΔE to the lowest compared entry with this formula, charge and spin   45.8 kcal/mol
LUMO level   0.0124 Ha
Charge   0
HOMO level   -8.24 eV
E_tot   -3374.60947 hartree

Gap between HOMO and LUMO, record by record: 9.436 8.574 eV